Arrangement w

ORCA calculation (ωB97M-V with the def2-TZVPD basis set) on a 2-piece molecular cluster, C4H10N3 overall.

HOMO = -13.018 eV
Total charge = +1
LUMO level = -5.021 eV

Geometry as XYZ:
```
17
Properties=species:S:1:pos:R:3:nbo_charge:R:1
C -0.497 0.525 1.943 0.588
C 1.592 -0.377 -2.918 -0.670
C -0.438 -0.162 -1.408 -0.550
C 0.578 -0.876 -1.919 -0.092
N -1.490 -0.276 3.923 -0.547
N -1.325 0.397 2.829 -0.096
N 0.026 1.371 1.134 -0.700
H 1.406 -0.893 -3.851 0.245
H 2.547 -0.852 -2.599 0.238
H 1.476 0.755 -3.060 0.223
H -2.453 -0.460 4.263 0.433
H -1.270 -0.774 -0.842 0.218
H -0.649 0.803 -1.775 0.200
H 0.678 -1.933 -1.659 0.204
H -0.701 -0.813 4.357 0.416
H 0.227 1.318 0.127 0.470
H 0.294 2.248 1.456 0.420
```

***

Arrangement x

ORCA calculation (ωB97M-V with the def2-TZVPD basis set) on a 2-piece molecular cluster, C4H10N3 overall.

HOMO (spin up / spin down) = -12.984 / -12.987 eV
Total charge = +1
LUMO level (spin up / spin down) = -5.676 / -5.256 eV

Geometry as XYZ:
```
17
Properties=species:S:1:pos:R:3:nbo_charge:R:1
C 1.915 -1.114 0.127 -0.044
C 2.821 -0.071 0.097 -0.003
C 0.495 -0.846 -0.066 -0.335
C -0.722 1.294 -0.068 -0.008
N 0.259 0.552 -0.156 -0.164
N -3.192 -0.131 0.085 -1.060
N 2.359 1.139 0.237 -0.449
H 2.148 -2.125 0.148 0.225
H 3.761 -0.224 -0.372 0.229
H 0.146 -1.356 -0.982 0.255
H -0.007 -1.190 0.818 0.264
H -1.784 0.743 0.042 0.280
H -0.759 2.478 -0.194 0.249
H -3.949 0.049 0.744 0.398
H -2.685 -0.957 0.399 0.384
H -3.712 -0.135 -0.786 0.403
H 2.905 1.892 -0.074 0.375
```

***

arrangement w is favored, and the nearest alternative lies 1.018 eV above it.

***

Arrangement w

ORCA calculation (ωB97M-V with the def2-TZVPD basis set) on a 2-piece molecular cluster, C4H10N3 overall.

HOMO = -13.870 eV
Total charge = +1
LUMO level = -4.134 eV

Geometry as XYZ:
```
17
Properties=species:S:1:pos:R:3:nbo_charge:R:1
C 1.360 0.207 0.426 0.216
C -1.416 0.307 -0.017 0.542
C 1.619 -0.449 -0.895 -0.685
C 0.183 -0.409 1.152 -0.295
N 2.112 1.066 0.957 -0.540
N -2.496 -0.496 0.027 -0.763
N -1.139 1.359 -0.711 -0.755
H 2.444 -1.124 -0.785 0.269
H 1.944 0.251 -1.624 0.252
H 0.667 -0.742 -1.286 0.206
H -0.071 -1.472 0.700 0.239
H -0.141 -0.049 2.066 0.227
H 1.906 1.291 1.939 0.351
H -2.318 -1.515 0.204 0.438
H -3.335 -0.334 -0.449 0.414
H -0.441 2.058 -0.416 0.454
H -1.937 1.880 -1.335 0.429
```

***

Arrangement x

ORCA calculation (ωB97M-V with the def2-TZVPD basis set) on a 2-piece molecular cluster, C4H10N3 overall.

HOMO (spin up / spin down) = -14.319 / -14.321 eV
Total charge = +1
LUMO level (spin up / spin down) = -5.053 / -5.052 eV

Geometry as XYZ:
```
17
Properties=species:S:1:pos:R:3:nbo_charge:R:1
C 1.196 0.375 -0.272 0.204
C 1.945 1.190 0.718 -0.702
C -1.799 0.116 -1.386 -0.633
C -0.835 -0.951 -0.934 -0.235
N -0.322 -1.196 2.596 -0.152
N -0.444 -0.221 2.016 0.307
N 0.124 -0.285 0.035 -0.340
H 1.530 0.299 -1.250 0.198
H 3.096 1.085 0.510 0.273
H 1.565 1.121 1.758 0.241
H 1.852 2.269 0.417 0.276
H -2.362 -0.221 -2.235 0.243
H -2.502 0.530 -0.567 0.227
H -1.327 1.045 -1.806 0.225
H -0.263 -1.266 -1.750 0.216
H -1.370 -1.773 -0.388 0.214
H -0.085 -2.116 2.537 0.438
```

***

arrangement w is favored, and the nearest alternative lies 1.193 eV above it.

***

Arrangement w

ORCA calculation (ωB97M-V with the def2-TZVPD basis set) on an isolated ion of composition C4H10N3 and charge +1.

HOMO = -14.717 eV
Total charge = +1
Structure (SMILES) = C=N/C(NC)=[NH+]/C
LUMO level = -3.685 eV

Geometry as XYZ:
```
17
Properties=species:S:1:pos:R:3:nbo_charge:R:1
C -1.908 -1.517 0.403 -0.035
N -1.408 -0.698 -0.445 -0.393
C 0.090 -0.098 -0.193 0.675
N 0.067 1.229 -0.135 -0.533
C -1.256 1.873 -0.062 -0.407
N 1.012 -1.059 -0.229 -0.539
C 2.424 -0.636 -0.172 -0.451
H -2.975 -1.627 0.365 0.218
H -1.554 -1.589 1.406 0.177
H 0.852 1.804 -0.008 0.433
H -2.041 1.164 0.195 0.249
H -1.133 2.737 0.478 0.225
H -1.431 2.237 -1.055 0.225
H 0.706 -2.028 -0.141 0.450
H 2.496 0.273 0.317 0.212
H 2.959 -0.828 -1.140 0.246
H 3.100 -1.236 0.418 0.249
```

***

Arrangement x

ORCA calculation (ωB97M-V with the def2-TZVPD basis set) on an isolated ion of composition C4H10N3 and charge +1.

HOMO = -13.914 eV
Total charge = +1
Structure (SMILES) = CCC/N=N/C=[NH2+]
LUMO level = -4.814 eV

Geometry as XYZ:
```
17
Properties=species:S:1:pos:R:3:nbo_charge:R:1
C 2.177 0.650 0.136 -0.629
C 1.697 -0.698 0.414 -0.352
C 0.760 -1.101 -0.803 -0.301
N -0.232 -0.137 -0.882 0.071
N -1.182 -0.067 -0.187 -0.064
C -2.177 0.643 0.325 0.305
N -3.525 0.547 0.139 -0.713
H 2.651 0.903 -0.788 0.240
H 1.286 1.313 0.374 0.187
H 2.938 0.956 0.863 0.239
H 1.101 -0.857 1.243 0.212
H 2.576 -1.446 0.327 0.239
H 1.226 -1.041 -1.741 0.229
H 0.528 -2.160 -0.695 0.240
H -1.840 1.138 1.145 0.226
H -4.036 1.218 0.758 0.442
H -3.950 0.139 -0.626 0.428
```

***

arrangement w is favored, and the nearest alternative lies 1.208 eV above it.

***

Arrangement w

ORCA calculation (ωB97M-V with the def2-TZVPD basis set) on one molecule with the formula C3H2N2O2.

HOMO = -11.640 eV
Structure (SMILES) = [H]/N=C(/C#N)OC=O
LUMO level = -0.230 eV

Geometry as XYZ:
```
9
Properties=species:S:1:pos:R:3:nbo_charge:R:1
H 2.267 -0.657 -0.282 0.360
N 1.497 -0.864 -0.918 -0.535
C 0.402 -0.485 -0.429 0.447
C -0.787 -0.823 -1.192 0.192
N -1.574 -1.269 -1.912 -0.223
O 0.320 0.059 0.836 -0.517
C -0.516 1.086 1.186 0.652
O -1.302 1.629 0.473 -0.518
H -0.307 1.324 2.238 0.141
```

***

Arrangement x

ORCA calculation (ωB97M-V with the def2-TZVPD basis set) on one molecule with the formula C3H2N2O2.

HOMO = -8.245 eV
Structure (SMILES) = O=C=C1N=CNO1
LUMO level = 0.269 eV

Geometry as XYZ:
```
9
Properties=species:S:1:pos:R:3:nbo_charge:R:1
O 0.589 2.241 2.137 -0.414
C 0.287 1.533 1.258 0.642
C -0.252 0.794 0.294 0.074
N 0.284 0.661 -1.000 -0.407
C 0.125 -0.578 -1.243 0.206
N -0.564 -1.328 -0.250 -0.329
O -1.005 -0.322 0.660 -0.339
H 0.462 -1.084 -2.141 0.208
H 0.074 -1.917 0.286 0.359
```

***

arrangement w is favored, and the nearest alternative lies 2.590 eV above it.